[1]
Molecular formula: C6H10O
Method: DFT, ωB97M-V/def2-TZVPD

Geometry as ORCA input:
```
! RIJCOSX wB97M-V def2-TZVPD def2/J DEFGRID3
* xyz 0 1
C -1.2991 -1.0348 -1.3496
C -0.4053 -0.4836 -0.2836
C -0.7378 -0.4832 1.0704
C 0.1365 0.0590 1.9937
C 0.5646 1.5575 -0.1046
C 0.8621 0.1915 -0.6211
O 2.0345 -0.4717 -0.1165
H -0.9454 -2.0223 -1.6749
H -1.3018 -0.3892 -2.2352
H -2.3284 -1.1501 -0.9945
H -1.7626 -0.7131 1.3621
H 1.2036 -0.0113 1.8539
H -0.2234 0.3587 2.9757
H -0.3495 1.7847 0.4132
H 1.0093 2.4060 -0.6356
H 0.9831 0.2509 -1.7171
H 2.6546 0.2320 0.1234
*
```

Computed properties:
LUMO (alpha / beta)	0.010 / -0.045	eV
orbital gap (alpha / beta)	7.6708 / 8.2978	eV
HOMO energy (alpha / beta)	-7.661 / -8.343	eV
energy relative to the best compared isomer or geometry (same formula, charge and spin)	82.8	kcal per mole
energy	-309.7104	Eh

***

[2]
Molecular formula: C15H16F3N4O11PS
Method: DFT, ωB97M-V/def2-TZVPD

Geometry as ORCA input:
```
! RIJCOSX wB97M-V def2-TZVPD def2/J DEFGRID3
* xyz 0 1
N 2.6639 -3.9868 1.9960
P 2.3569 -2.8726 0.9662
O 3.0050 -1.4632 1.3610
O 2.8656 -3.2211 -0.5158
C 0.5660 -2.6089 0.9267
C -0.2857 -3.6721 0.4854
C -1.6318 -3.4775 0.4719
N -2.5410 -4.5032 0.0675
C -2.1981 -2.2311 0.8729
N -3.5000 -1.9381 0.8771
S -3.5688 -0.4062 1.3779
N -2.0208 -0.0691 1.6148
C -1.3475 -1.1784 1.2860
C 0.0529 -1.4048 1.3072
H 3.1618 -4.7620 1.5743
H 2.7248 -1.2968 2.2751
H 3.4178 -2.5078 -0.8625
H 0.1357 -4.6148 0.1700
H -2.0216 -5.3714 0.0942
H -3.2656 -4.5110 0.7777
H 0.7094 -0.6102 1.6237
C -5.6321 -3.9890 -2.7280
C -5.6294 -5.4010 -2.2006
O -6.1689 -6.1391 -3.2806
C -5.8453 -5.4613 -4.4232
O -5.9077 -5.9136 -5.5132
O -5.4340 -4.2008 -4.1304
F -6.4443 -5.5339 -1.1227
H -6.5916 -3.4963 -2.5643
H -4.8387 -3.3772 -2.3059
H -4.6391 -5.7872 -1.9547
C 1.1015 3.2872 1.7268
C 2.5568 3.6790 1.6456
O 3.1760 2.7390 2.5111
C 2.4070 1.6203 2.4874
O 2.7539 0.5560 2.8808
O 1.1948 1.8740 1.9472
F 2.7642 4.9250 2.1293
H 0.5992 3.7559 2.5734
H 0.5489 3.5086 0.8181
H 2.9900 3.5992 0.6475
C 4.2749 8.4985 -0.7423
C 4.4575 7.0317 -1.0508
O 3.2762 6.4588 -0.5173
C 2.3058 7.4196 -0.5835
O 1.1483 7.2067 -0.4691
O 2.8523 8.6386 -0.8035
F 5.5316 6.5140 -0.4072
H 4.6244 8.7483 0.2602
H 4.7618 9.1497 -1.4633
H 4.5272 6.7965 -2.1143
*
```

Computed properties:
LUMO	-0.749	eV
orbital gap	7.8848	eV
HOMO energy	-8.634	eV
energy	-2667.1041	Eh

***

[3]
Molecular formula: C3H3F2OS
Method: DFT, ωB97M-V/def2-TZVPD

Geometry as ORCA input:
```
! RIJCOSX wB97M-V def2-TZVPD def2/J DEFGRID3
* xyz -1 1
C 1.5857 0.4812 0.0926
C -1.1665 0.0206 0.2806
C 0.0162 -0.5457 -0.4504
O 2.0654 -0.0940 1.0059
F 0.2197 -1.8535 -0.1032
F -0.2501 -0.5374 -1.7729
S 1.7136 1.9364 -0.6597
H -1.6349 -0.7210 0.9152
H -0.8098 0.7505 1.1350
H -1.7393 0.5629 -0.4430
*
```

Computed properties:
LUMO	3.846	eV
orbital gap	7.1993	eV
HOMO energy	-3.353	eV
energy relative to the best compared isomer or geometry (same formula, charge and spin)	7.8	kcal per mole
energy	-789.3075	Eh